<one>
Below is 2 unconnected molecules or ions with the total composition C2H5ClOS, with properties calculated with ωB97M-V/def2-TZVPD.

Structure (ORCA input):
```
! RIJCOSX wB97M-V def2-TZVPD def2/J DEFGRID3
* xyz 0 1
O 2.23 0.78 -0.69
C 1.46 -0.03 0.06
C -0.06 0.46 0.27
S 0.20 -1.13 -0.59
H 1.70 1.23 -1.31
H 2.07 -0.34 1.02
H -0.39 1.26 -0.29
H -0.55 0.25 1.28
Cl -3.72 -0.85 0.43
H -2.93 -1.64 -0.17
*
```

Values from the calculation:
- Orbital gap: 9.97 eV
- LUMO level: 0.67 eV

=====

<two>
Below is 2 unconnected molecules or ions with the total composition C2H5ClOS, with properties calculated with ωB97M-V/def2-TZVPD.

Structure (ORCA input):
```
! RIJCOSX wB97M-V def2-TZVPD def2/J DEFGRID3
* xyz 0 1
C -1.16 1.03 0.16
C 1.20 0.15 0.48
O -0.09 -1.85 -0.61
S 0.55 1.48 -0.46
Cl 2.87 -0.11 0.36
H -1.72 1.83 -0.30
H -1.30 1.14 1.27
H -1.38 -0.04 -0.04
H 0.72 -1.00 0.15
H 0.31 -2.63 -1.01
*
```

Values from the calculation:
- Orbital gap (alpha / beta): 7.30 / 7.31 eV
- LUMO level (alpha / beta): -1.83 / -1.83 eV

=====

Energies relative to the most stable structure are <one> 0.0; <two> 65.6, reported in kcal/mol.

=====

<one>
Below is CH5N3S in the gas phase, with properties calculated with ωB97M-V/def2-TZVPD.

Structure (ORCA input):
```
! RIJCOSX wB97M-V def2-TZVPD def2/J DEFGRID3
* xyz 0 1
N -0.86 -1.98 0.25
N 0.21 -1.13 -0.13
C 0.03 -0.01 0.30
N 1.04 1.01 0.12
S 0.43 2.32 -0.70
H -0.55 -2.85 -0.21
H -1.68 -1.72 -0.27
H -0.85 0.36 0.76
H 1.89 0.78 -0.34
H 0.33 3.23 0.22
*
```

Values from the calculation:
- Orbital gap: 9.96 eV
- LUMO level: 0.93 eV

=====

<two>
Below is CH5N3S in the gas phase, with properties calculated with ωB97M-V/def2-TZVPD.

Structure (ORCA input):
```
! RIJCOSX wB97M-V def2-TZVPD def2/J DEFGRID3
* xyz 0 1
C 2.23 -0.22 -0.03
S 1.07 1.20 0.06
N -0.37 0.18 -0.02
N -1.50 0.68 0.00
N -2.63 -0.02 -0.13
H 1.57 -1.00 0.20
H 2.97 -0.01 0.80
H 2.54 -0.15 -1.17
H -2.61 -1.06 -0.12
H -3.27 0.40 0.41
*
```

Values from the calculation:
- Orbital gap: 9.36 eV
- LUMO level: 0.99 eV

=====

<three>
Below is 2 unconnected molecules or ions with the total composition CH5N3S, with properties calculated with ωB97M-V/def2-TZVPD.

Structure (ORCA input):
```
! RIJCOSX wB97M-V def2-TZVPD def2/J DEFGRID3
* xyz 0 1
C 2.04 -0.01 0.51
N -1.45 -0.41 0.03
N 1.16 0.68 -0.18
N -0.95 0.70 0.46
S 3.72 -0.08 0.14
H 1.64 -0.63 1.29
H -1.43 -0.59 -1.04
H -1.07 -1.18 0.65
H 1.59 1.35 -0.87
H -1.03 1.55 -0.21
*
```

Values from the calculation:
- Orbital gap (alpha / beta): 6.05 / 6.03 eV
- LUMO level (alpha / beta): -1.38 / -1.39 eV

=====

Energies relative to the most stable structure are <one> 0.0; <two> 18.1; <three> 50.3, reported in kcal/mol.

=====

<one>
Below is a molecular structure, C40H50N10, with properties calculated with ωB97M-V/def2-TZVPD.

Structure (ORCA input):
```
! RIJCOSX wB97M-V def2-TZVPD def2/J DEFGRID3
* xyz 0 1
N -5.02 -2.78 -0.46
C -4.45 -3.78 0.46
C -3.33 -2.95 1.22
C -3.30 -1.53 0.72
C -4.50 -1.54 -0.38
H -5.92 -2.85 -1.10
H -4.86 -4.80 0.57
H -2.94 -3.42 2.12
H -2.59 -0.72 0.96
H -4.96 -0.63 -1.03
N 3.17 4.19 3.24
C 3.74 3.15 4.07
C 3.74 1.88 3.22
C 3.10 2.32 1.84
C 2.70 3.80 1.99
H 3.06 5.25 3.54
H 4.09 3.11 5.10
H 4.30 0.95 3.50
H 3.14 1.74 0.90
H 2.32 4.64 1.19
N 0.22 -0.32 0.75
C 0.31 1.05 0.46
C 0.03 1.19 -1.00
C -0.34 -0.11 -1.48
C -0.25 -1.06 -0.27
H 0.28 -0.64 1.64
H 0.58 1.85 1.31
H -0.11 2.18 -1.57
H -0.71 -0.16 -2.43
H -0.48 -2.00 -0.10
N 2.64 -6.62 2.16
C 3.65 -5.83 1.65
C 2.99 -4.70 0.82
C 1.44 -5.09 0.88
C 1.37 -6.32 1.68
H 2.71 -7.47 2.59
H 4.74 -6.21 1.76
H 3.48 -4.06 0.20
H 0.78 -4.47 0.48
H 0.62 -6.99 1.84
N 3.24 -0.61 -0.33
C 4.22 -1.36 0.31
C 5.59 -0.92 -0.31
C 5.24 -0.14 -1.47
C 3.74 0.04 -1.39
H 2.27 -0.51 -0.31
H 4.01 -1.82 1.22
H 6.67 -1.18 0.01
H 5.83 0.46 -2.32
H 3.27 0.60 -2.04
N -0.14 -0.91 2.91
C 1.27 -1.33 3.22
C 1.25 -2.85 3.01
C -0.08 -3.23 2.67
C -0.86 -1.97 2.72
H -0.28 0.21 2.82
H 2.01 -0.66 3.35
H 2.10 -3.29 3.00
H -0.53 -4.25 2.57
H -1.95 -1.75 2.55
N -3.59 1.92 -6.01
C -4.89 1.63 -5.62
C -4.68 0.85 -4.26
C -3.33 0.60 -4.06
C -2.64 1.34 -5.23
H -3.43 2.46 -6.91
H -5.90 2.03 -5.94
H -5.29 0.58 -3.60
H -2.84 0.00 -3.22
H -1.62 1.58 -5.31
N 3.80 1.41 -5.47
C 3.26 2.41 -4.65
C 1.78 2.10 -4.50
C 1.54 0.74 -5.26
C 2.91 0.32 -5.82
H 4.73 1.14 -5.60
H 4.07 3.14 -4.15
H 0.98 2.73 -3.82
H 0.48 0.28 -5.35
H 3.19 -0.67 -6.37
N -3.63 4.29 -0.33
C -4.48 3.73 0.63
C -4.28 2.24 0.56
C -3.05 2.01 -0.21
C -2.73 3.38 -0.91
H -3.84 5.33 -0.45
H -5.24 4.16 1.16
H -4.82 1.33 1.11
H -2.57 1.28 -0.54
H -2.33 3.71 -1.79
N -1.60 1.01 4.62
C -0.41 1.75 4.42
C -0.56 2.53 3.22
C -1.94 2.26 2.65
C -2.54 1.28 3.72
H -1.72 0.36 5.42
H 0.51 1.43 4.88
H 0.20 3.06 2.45
H -2.33 2.64 1.63
H -3.45 0.86 3.68
*
```

Values from the calculation:
- Orbital gap: 7.72 eV
- LUMO level: 0.68 eV

=====

<two>
Below is 10 unconnected molecules or ions with the total composition C40H50N10, with properties calculated with ωB97M-V/def2-TZVPD.

Structure (ORCA input):
```
! RIJCOSX wB97M-V def2-TZVPD def2/J DEFGRID3
* xyz 0 1
C -7.42 11.30 15.51
C -6.22 11.88 15.05
C -5.57 10.79 14.24
N -6.41 9.67 14.37
C -7.52 10.02 15.11
H -8.28 11.87 16.00
H -5.78 12.88 15.28
H -4.62 10.79 13.67
H -6.34 8.70 14.05
H -8.35 9.26 15.20
C -8.43 16.83 7.84
C -7.12 17.04 8.36
C -6.97 16.14 9.59
N -8.23 15.49 9.60
C -9.09 15.89 8.59
H -8.87 17.24 6.94
H -6.33 17.61 7.94
H -6.14 15.99 10.20
H -8.43 14.82 10.33
H -10.02 15.35 8.41
C -3.56 17.71 11.13
C -4.55 18.24 10.27
C -4.05 18.48 9.04
N -2.78 17.98 8.99
C -2.35 17.60 10.26
H -3.59 17.51 12.20
H -5.58 18.43 10.47
H -4.45 18.94 8.11
H -2.28 18.12 8.08
H -1.34 17.17 10.38
C -1.97 14.42 8.57
C -1.42 13.59 7.60
C -2.61 13.00 6.85
N -3.68 13.58 7.53
C -3.31 14.46 8.50
H -1.42 15.16 9.13
H -0.43 13.47 7.36
H -2.67 12.28 6.06
H -4.66 13.36 7.41
H -4.05 15.07 8.93
C -3.99 10.83 10.17
C -2.60 11.08 10.10
C -1.95 10.39 11.25
N -3.03 9.72 11.87
C -4.27 9.99 11.22
H -4.74 11.08 9.45
H -2.10 11.68 9.35
H -0.90 10.37 11.62
H -3.01 8.97 12.63
H -5.18 9.57 11.63
C -2.26 9.89 17.85
C -3.00 8.84 18.49
C -4.40 8.93 17.89
N -4.35 10.00 16.98
C -3.07 10.59 17.01
H -1.27 10.30 18.13
H -2.76 8.20 19.30
H -5.29 8.34 18.05
H -5.13 10.39 16.44
H -2.83 11.57 16.53
C 0.89 15.96 12.22
C 1.16 14.80 11.46
C -0.02 14.10 11.29
N -1.05 14.77 11.90
C -0.55 15.87 12.52
H 1.56 16.78 12.46
H 2.14 14.61 11.02
H -0.24 13.20 10.74
H -1.98 14.42 11.95
H -1.22 16.53 13.02
C -3.80 14.60 13.97
C -4.61 14.94 12.87
C -4.48 13.89 11.77
N -3.57 12.99 12.43
C -3.15 13.39 13.73
H -3.69 15.22 14.89
H -5.25 15.82 12.60
H -4.85 13.64 10.82
H -3.40 12.05 11.98
H -2.57 12.78 14.33
C -9.73 13.79 11.93
C -9.30 12.64 11.23
C -7.80 12.56 11.51
N -7.49 13.64 12.26
C -8.63 14.40 12.53
H -10.72 14.15 12.06
H -9.77 11.81 10.69
H -6.99 11.84 11.21
H -6.55 13.88 12.59
H -8.55 15.23 13.13
C -0.12 12.88 16.43
C -0.04 11.58 15.82
C -0.17 11.94 14.34
N -0.17 13.31 14.26
C -0.26 13.89 15.51
H -0.16 13.06 17.50
H 0.03 10.56 16.18
H -0.24 11.41 13.37
H -0.30 13.82 13.37
H -0.33 14.96 15.55
*
```

Values from the calculation:
- Orbital gap: 7.88 eV
- LUMO level: 0.26 eV

=====

<three>
Below is 10 unconnected molecules or ions with the total composition C40H50N10, with properties calculated with ωB97M-V/def2-TZVPD.

Structure (ORCA input):
```
! RIJCOSX wB97M-V def2-TZVPD def2/J DEFGRID3
* xyz 0 1
C -3.39 0.13 -3.48
C -3.99 1.11 -2.64
C -4.65 2.02 -3.42
N -4.32 1.64 -4.70
C -3.59 0.49 -4.77
H -2.77 -0.67 -3.13
H -3.90 1.14 -1.55
H -5.23 2.92 -3.17
H -4.72 2.09 -5.52
H -3.20 0.13 -5.69
C 1.81 -2.37 4.39
C 2.09 -1.12 5.02
C 3.37 -0.81 4.72
N 3.84 -1.71 3.78
C 2.87 -2.66 3.57
H 0.92 -2.99 4.52
H 1.46 -0.54 5.69
H 4.00 -0.05 5.17
H 4.78 -1.71 3.46
H 3.06 -3.52 2.98
C -1.45 4.21 3.23
C -0.83 2.92 3.04
C -0.64 2.69 1.71
N -1.25 3.70 0.99
C -1.71 4.63 1.94
H -1.71 4.77 4.10
H -0.49 2.28 3.81
H -0.22 1.78 1.32
H -1.20 3.78 -0.03
H -2.01 5.59 1.61
C -0.03 -2.81 -2.73
C 0.91 -3.14 -1.64
C 1.53 -4.30 -2.02
N 1.07 -4.61 -3.25
C 0.10 -3.75 -3.71
H -0.71 -1.96 -2.71
H 1.03 -2.59 -0.73
H 2.29 -4.89 -1.56
H 1.47 -5.39 -3.74
H -0.46 -3.95 -4.62
C 3.20 2.32 -3.87
C 3.04 1.97 -2.48
C 3.97 1.07 -2.17
N 4.73 0.77 -3.27
C 4.25 1.56 -4.31
H 2.56 3.02 -4.38
H 2.29 2.38 -1.83
H 4.11 0.53 -1.26
H 5.42 0.09 -3.35
H 4.84 1.54 -5.23
C -1.18 3.30 -3.13
C -0.23 3.11 -2.09
C 0.65 4.17 -2.11
N 0.33 4.94 -3.19
C -0.78 4.47 -3.80
H -2.07 2.75 -3.26
H -0.28 2.29 -1.45
H 1.60 4.35 -1.56
H 0.80 5.80 -3.43
H -1.32 5.07 -4.53
C -5.29 -1.14 0.80
C -5.03 -2.19 1.75
C -4.42 -3.18 1.04
N -4.15 -2.72 -0.22
C -4.65 -1.52 -0.34
H -5.78 -0.19 0.99
H -5.36 -2.30 2.77
H -4.14 -4.11 1.49
H -3.71 -3.16 -1.00
H -4.48 -0.98 -1.28
C 6.28 -1.77 -0.81
C 5.66 -1.38 0.46
C 4.33 -1.50 0.30
N 4.09 -1.90 -1.01
C 5.24 -2.08 -1.65
H 7.31 -1.71 -1.07
H 6.24 -0.98 1.25
H 3.58 -1.32 0.99
H 3.15 -2.14 -1.31
H 5.29 -2.18 -2.70
C -1.59 -0.68 6.44
C -2.10 -1.67 5.54
C -2.54 -1.07 4.39
N -2.38 0.31 4.58
C -1.81 0.52 5.82
H -1.12 -0.78 7.41
H -2.11 -2.76 5.61
H -3.01 -1.53 3.52
H -2.62 1.05 3.92
H -1.59 1.52 6.15
C 0.50 0.06 -0.02
C -0.91 -0.07 -0.31
C -1.46 -0.70 0.73
N -0.51 -0.96 1.63
C 0.71 -0.54 1.19
H 1.17 0.54 -0.72
H -1.46 0.25 -1.19
H -2.43 -1.01 1.01
H -0.59 -1.44 2.52
H 1.62 -0.59 1.78
*
```

Values from the calculation:
- Orbital gap: 8.38 eV
- LUMO level: 0.61 eV

=====

Energies relative to the most stable structure are <one> 540.5; <two> 100.4; <three> 0.0, reported in kcal/mol.